1.
{
  "formula": "C2H9N2O",
  "method": "the ωB97M-V functional and the def2-TZVPD basis",
  "symbols": ["C", "C", "N", "N", "H", "H", "H", "H", "H", "H", "H", "H", "H", "O"],
  "coordinates": [[0.9031, 0.3927, -0.5802], [0.7006, -0.8190, -0.9988], [0.4998, -1.1765, -2.3205], [0.1085, 1.1757, 0.4960], [1.2073, 1.1798, -1.3230], [0.6879, -1.7981, -0.4945], [0.8442, -0.5494, -3.0997], [-0.2379, -1.7479, -2.6527], [0.6679, 1.3576, 1.2894], [-0.2880, 1.9967, 0.1554], [-0.5941, 0.5872, 0.9491], [-0.7656, -0.5607, 2.9516], [-2.2880, -0.1605, 2.9863], [-1.4458, 0.1223, 2.6417]],
  "gap_ev": 9.057,
  "charge": 1,
  "e_lumo_ev": -3.9
}

2.
{
  "formula": "C2H9N2O",
  "method": "the ωB97M-V functional and the def2-TZVPD basis",
  "symbols": ["C", "N", "H", "H", "H", "H", "H", "H", "C", "N", "O", "H", "H", "H"],
  "coordinates": [[-0.3797, 1.3798, 1.8745], [-1.0221, 0.3756, 0.9347], [-1.3104, 2.0136, 1.9748], [0.3604, 2.0005, 1.3235], [0.0453, 0.9104, 2.7778], [-1.2618, 0.7108, 0.0093], [-0.3029, -0.3733, 0.6376], [-1.9936, -0.0532, 1.2665], [0.3945, -1.0638, -1.9934], [1.6514, -1.3063, -1.4887], [-0.5476, -0.4764, -1.4163], [0.1724, -1.6662, -2.9068], [2.1949, -1.8861, -2.0712], [1.9993, -0.5652, -0.9224]],
  "gap_ev": 11.181,
  "charge": 1,
  "e_lumo_ev": -3.5
}

3.
{
  "formula": "C2H9N2O",
  "method": "the ωB97M-V functional and the def2-TZVPD basis",
  "symbols": ["C", "C", "N", "N", "H", "H", "H", "H", "H", "H", "H", "H", "H", "O"],
  "coordinates": [[0.2996, -0.9933, 0.1768], [1.0619, -0.0173, -0.3326], [2.3941, -0.1316, -0.5694], [-1.1831, -0.9695, 0.0519], [0.7115, -1.9206, 0.5392], [0.6348, 0.9773, -0.4581], [2.7844, -1.0323, -0.3446], [2.8128, 0.3100, -1.3688], [-1.5610, -1.4157, 0.8851], [-1.3996, -1.5801, -0.7378], [-1.5675, -0.0076, 0.0909], [-2.5280, 2.3889, 0.4278], [-1.1624, 2.1727, 0.9941], [-1.8916, 1.6785, 0.5952]],
  "gap_ev": 9.761,
  "charge": 1,
  "e_lumo_ev": -3.2
}

4.
{
  "formula": "C2H9N2O",
  "method": "the ωB97M-V functional and the def2-TZVPD basis",
  "symbols": ["C", "C", "N", "N", "H", "H", "H", "H", "H", "H", "H", "H", "H", "O"],
  "coordinates": [[-0.4431, -0.5337, 0.7850], [0.2566, 0.5211, 0.1213], [1.3756, 1.1570, 0.8754], [0.0899, -1.7321, 1.0152], [-1.4549, -0.4173, 1.2112], [-0.1446, 1.1238, -0.6937], [1.0467, 1.9704, 1.4196], [2.1120, 1.3867, 0.1872], [1.7552, 0.4487, 1.5208], [0.3105, -2.2962, 0.1818], [-0.2804, -2.2097, 1.8394], [-1.8934, 0.6129, -3.3960], [-1.5344, -0.4002, -2.2930], [-1.1958, 0.3687, -2.7742]],
  "gap_ev": [6.930, 5.973],
  "charge": 2,
  "e_lumo_ev": [-11.6, -12.5],
  "multiplicity": 2
}

5.
{
  "formula": "C2H9N2O",
  "method": "the ωB97M-V functional and the def2-TZVPD basis",
  "symbols": ["C", "N", "H", "H", "H", "H", "H", "H", "C", "N", "O", "H", "H", "H"],
  "coordinates": [[2.5119, -1.0903, -0.9726], [1.7898, -0.0121, -0.1736], [3.4313, -1.3477, -0.4569], [1.8386, -1.9265, -1.1366], [2.7862, -0.7027, -1.9496], [0.7978, -0.0783, -0.3778], [2.1097, 0.9445, -0.3405], [1.9888, -0.2249, 0.8070], [-2.7344, 0.1738, 0.5809], [-3.0932, 1.3674, 0.9138], [-1.5214, -0.2100, 0.6969], [-3.3830, -0.4714, -0.0369], [-4.0788, 1.6246, 1.0146], [-2.4432, 1.9536, 1.4312]],
  "gap_ev": [13.211, 8.536],
  "charge": 2,
  "e_lumo_ev": [-8.6, -13.3],
  "multiplicity": 2
}

6.
{
  "formula": "C2H9N2O3",
  "method": "the ωB97M-V functional and the def2-TZVPD basis",
  "symbols": ["N", "C", "O", "C", "N", "O", "O", "H", "H", "H", "H", "H", "H", "H", "H", "H"],
  "coordinates": [[-0.3176, -1.5738, -0.2335], [0.3914, -0.6429, 0.6282], [-0.3106, -0.6964, 1.8921], [0.1707, 0.8673, -0.1210], [0.0271, 0.4940, -1.6061], [-0.9591, 1.6416, 0.1905], [1.2344, 1.5567, 0.2003], [0.0388, -2.5483, -0.0257], [-1.2130, -1.7243, 0.2870], [1.3856, -0.8705, 0.7994], [-0.1650, -1.3474, 2.5758], [0.9177, 0.5570, -2.0838], [-0.7820, 1.0558, -1.9909], [-0.0673, -0.5264, -1.4918], [-1.4705, 1.3085, 0.9469], [1.1192, 2.4490, 0.0326]],
  "gap_ev": 11.839,
  "charge": 1,
  "e_lumo_ev": -3.2,
  "smiles": "N[C@H](O)C([NH3+])(O)O"
}

7.
{
  "formula": "C2H9N2O3P",
  "method": "the ωB97M-V functional and the def2-TZVPD basis",
  "symbols": ["C", "O", "P", "O", "N", "N", "O", "C", "H", "H", "H", "H", "H", "H", "H", "H", "H"],
  "coordinates": [[-0.3823, 2.0997, 0.2540], [0.1669, 0.8855, 0.7352], [0.1913, -0.5135, -0.0939], [0.5585, -0.3525, -1.7357], [1.3079, -1.4579, 0.7698], [2.6791, -1.5933, 0.5080], [-1.1263, -1.1672, 0.3548], [-2.3713, -0.9730, -0.4172], [0.4470, 2.4811, -0.5560], [-0.5786, 2.9079, 1.0101], [-1.2915, 1.9297, -0.3639], [1.3796, -1.2176, 1.7497], [2.7839, -2.0788, -0.3610], [3.1343, -0.7063, 0.4381], [-3.3014, -0.8232, 0.1549], [-2.6412, -1.6768, -1.3182], [-2.1322, -0.0006, -0.9220]],
  "gap_ev": 10.245,
  "e_lumo_ev": 0.7,
  "smiles": "COP(=O)(NN)OC"
}

8.
{
  "formula": "C2H9N2P",
  "method": "the ωB97M-V functional and the def2-TZVPD basis",
  "symbols": ["C", "N", "P", "N", "C", "H", "H", "H", "H", "H", "H", "H", "H", "H"],
  "coordinates": [[-0.4440, -0.4297, 2.5252], [-0.6704, -0.1877, 1.1100], [0.6566, 0.3935, 0.1772], [-0.0793, 0.0827, -1.3122], [0.4555, 0.6104, -2.5497], [0.4412, -1.0580, 2.6283], [-0.2904, 0.4793, 3.1156], [-1.3034, -0.9670, 2.9287], [-1.4656, 0.4355, 0.9805], [1.4067, -0.8022, 0.4157], [-0.4726, -0.8484, -1.4048], [0.8883, 1.5894, -2.3478], [1.2311, -0.0241, -2.9928], [-0.3537, 0.7262, -3.2739]],
  "gap_ev": 9.271,
  "e_lumo_ev": 1.2,
  "smiles": "CNPNC"
}

9.
{
  "formula": "C2H9N2S",
  "method": "the ωB97M-V functional and the def2-TZVPD basis",
  "symbols": ["C", "C", "N", "N", "S", "H", "H", "H", "H", "H", "H", "H", "H", "H"],
  "coordinates": [[0.9922, 0.6913, 0.8694], [-0.2488, 0.1974, 0.2305], [-0.2679, 0.7628, -1.1484], [-0.1080, -1.2748, 0.2356], [-1.4186, -2.0743, -0.4810], [1.8415, 0.0997, 0.6709], [0.7164, 0.8553, 1.8790], [1.3580, 1.7011, 0.5230], [-1.1497, 0.3893, 0.7687], [0.8085, 0.8899, -1.4829], [-0.8019, 1.6525, -1.2916], [-0.5395, -0.0623, -1.6841], [0.9190, -1.8427, 0.2212], [-2.1011, -1.9852, 0.6896]],
  "gap_ev": 9.798,
  "charge": 1,
  "e_lumo_ev": -3.7,
  "smiles": "C[C@@H]([NH3+])NS"
}

10.
{
  "formula": "C2H9N2S",
  "method": "the ωB97M-V functional and the def2-TZVPD basis",
  "symbols": ["C", "C", "N", "N", "S", "H", "H", "H", "H", "H", "H", "H", "H", "H"],
  "coordinates": [[-1.1332, -0.6408, 1.0936], [-0.2321, 0.5614, 1.2165], [-1.5208, -0.5986, -0.3658], [-0.4472, 1.5121, 0.3884], [2.5010, -0.0554, -0.8184], [-1.9122, -0.7098, 1.8485], [-0.6010, -1.5752, 1.2703], [0.3110, 0.6937, 2.1036], [-0.9299, -1.2214, -0.9048], [-2.5136, -0.7863, -0.5445], [-0.0623, 2.4251, 0.2277], [-1.2392, 1.3806, -0.2676], [3.3652, -0.8127, 0.0350], [3.4707, -0.1474, -1.8801]],
  "gap_ev": 8.252,
  "charge": 1,
  "e_lumo_ev": -5.0
}

11.
{
  "formula": "C2H9N2S2",
  "method": "the ωB97M-V functional and the def2-TZVPD basis",
  "symbols": ["C", "C", "N", "N", "H", "H", "H", "H", "H", "H", "H", "S", "S", "H", "H"],
  "coordinates": [[1.0813, 0.4151, 1.8898], [1.5224, -0.8128, 1.6398], [2.6853, -1.3598, 2.1167], [-0.2780, 0.7690, 1.4006], [1.4767, 1.1429, 2.5758], [0.9249, -1.4776, 1.0249], [3.0133, -2.1635, 1.6028], [3.4395, -0.7125, 2.2946], [-0.3792, 1.7604, 1.1821], [-0.9794, 0.5314, 2.1044], [-0.4998, 0.2460, 0.5360], [-1.1068, -0.7353, -1.4933], [-1.3844, 1.3153, -1.8688], [-0.0563, -0.8522, -2.3177], [-2.6975, 1.2666, -1.6058]],
  "gap_ev": 9.445,
  "charge": 1,
  "e_lumo_ev": -3.4
}

12.
{
  "formula": "C2H9N2S2",
  "method": "the ωB97M-V functional and the def2-TZVPD basis",
  "symbols": ["C", "S", "S", "H", "H", "H", "H", "N", "C", "N", "H", "H", "H", "H", "H"],
  "coordinates": [[1.0212, 0.3609, 2.6026], [-0.1087, 0.5668, 1.2310], [1.3731, 0.9316, -0.1637], [1.4766, -0.6118, 2.6457], [0.6295, 0.6505, 3.5207], [1.8517, 1.1016, 2.3845], [0.6320, 1.9364, -0.6672], [-0.5357, -2.0722, -2.1367], [-1.5751, -1.3084, -1.7413], [-1.6789, -0.1629, -1.0742], [0.4708, -1.5153, -1.9285], [-0.6001, -3.1084, -1.9242], [-2.5965, -1.9272, -1.8074], [-2.4283, 0.5340, -1.2322], [-0.8406, 0.2961, -0.7587]],
  "gap_ev": 8.323,
  "charge": 1,
  "e_lumo_ev": -4.1
}

13.
{
  "formula": "C2H9N2S2",
  "method": "the ωB97M-V functional and the def2-TZVPD basis",
  "symbols": ["C", "C", "N", "N", "S", "S", "H", "H", "H", "H", "H", "H", "H", "H", "H"],
  "coordinates": [[-0.3118, -0.9679, -0.3226], [-0.5097, 0.5126, -0.2007], [0.2706, 1.4153, -0.7243], [-0.9906, -1.7253, 0.6840], [-2.0445, 0.9859, 0.4737], [2.8657, 0.2096, 0.3625], [0.6805, -1.1002, -0.4396], [-0.6708, -0.9733, -1.4061], [-0.0840, 2.2933, -0.6382], [1.1953, 1.1517, -0.8381], [-0.9500, -2.7059, 0.3935], [-1.9607, -1.3416, 0.6861], [2.3074, -0.8019, 0.9294], [-2.1916, 2.1584, -0.3488], [2.3943, 0.8892, 1.3892]],
  "gap_ev": 9.207,
  "charge": 1,
  "e_lumo_ev": -4.8
}

14.
{
  "formula": "C2H9N3",
  "method": "the ωB97M-V functional and the def2-TZVPD basis",
  "symbols": ["C", "N", "H", "H", "H", "C", "N", "N", "H", "H", "H", "H", "H", "H"],
  "coordinates": [[2.3741, 0.3751, 0.6542], [2.8120, -0.5536, -0.0631], [2.0885, 1.3751, 0.3220], [2.2924, 0.1920, 1.7156], [2.8827, -0.3334, -1.0582], [-2.2196, -0.1921, -0.6870], [-0.9593, 0.4831, -0.4278], [-0.2692, 0.0094, 0.7167], [-2.1177, -1.2842, -0.7845], [-2.6443, 0.2065, -1.6055], [-2.9035, 0.0203, 0.1365], [-0.3311, 0.3598, -1.2214], [-0.7585, 0.3551, 1.5412], [-0.2464, -1.0132, 0.7613]],
  "gap_ev": 10.307,
  "e_lumo_ev": 1.1,
  "smiles": "C=N.CNN"
}

15.
{
  "formula": "C2H9N3",
  "method": "the ωB97M-V functional and the def2-TZVPD basis",
  "symbols": ["C", "N", "N", "N", "C", "H", "H", "H", "H", "H", "H", "H", "H", "H"],
  "coordinates": [[-1.7903, 0.6821, 0.0942], [-1.4672, -0.7406, -0.0249], [-0.1446, -0.8933, 0.3779], [0.8517, -0.5218, -0.4933], [1.7282, 0.3177, 0.2043], [-1.3747, 1.0001, 1.1518], [-1.2607, 1.3059, -0.7238], [-2.7858, 0.8723, -0.0760], [-1.7969, -1.1140, -0.9504], [0.0539, -1.7657, 0.8483], [1.2180, -1.1792, -1.1779], [1.2031, 1.2403, 0.5234], [2.2107, -0.1452, 1.0817], [2.5811, 0.5903, -0.4214]],
  "gap_ev": 10.012,
  "e_lumo_ev": 1.3,
  "smiles": "CNNNC"
}

16.
{
  "formula": "C2H9N3",
  "method": "the ωB97M-V functional and the def2-TZVPD basis",
  "symbols": ["H", "N", "N", "C", "H", "H", "H", "C", "N", "H", "H", "H", "H", "H"],
  "coordinates": [[0.3976, 1.9756, -0.3063], [0.2501, 1.3830, 0.5383], [-0.8606, 0.7725, 0.5563], [-1.7051, 0.8490, -0.6140], [-2.5755, 1.4699, -0.3873], [-2.0641, -0.1551, -0.8494], [-1.2117, 1.2485, -1.5105], [1.5886, -0.9683, 0.0819], [0.4434, -1.6449, 0.5596], [1.3800, 0.2613, 0.3758], [2.5270, -1.4157, 0.4026], [1.5704, -0.8912, -1.0050], [0.6052, -1.9538, 1.5148], [-0.3453, -0.9307, 0.6433]],
  "gap_ev": 8.718,
  "e_lumo_ev": 0.4,
  "smiles": "[H]/N=N\\C.CN"
}

17.
{
  "formula": "C2H9N3",
  "method": "the ωB97M-V functional and the def2-TZVPD basis",
  "symbols": ["C", "N", "H", "H", "H", "N", "C", "N", "H", "H", "H", "H", "H", "H"],
  "coordinates": [[1.4905, -0.3206, -4.8000], [1.4578, -1.2829, -3.8914], [1.7747, -0.3925, -5.7967], [0.6559, 0.5015, -4.5439], [1.2221, -0.9985, -2.9671], [-0.6478, 1.2630, 3.5786], [-0.6195, 0.7444, 2.2825], [-1.2991, -0.5939, 2.1874], [-1.4782, 1.3375, 4.0350], [0.1644, 0.9308, 4.0278], [-0.8675, 1.4784, 1.5226], [0.4428, 0.5013, 1.9501], [-1.4762, -0.7506, 1.2089], [-2.2405, -0.8544, 2.5463]],
  "gap_ev": 9.761,
  "e_lumo_ev": 0.8,
  "smiles": "C=N.NCN"
}

18.
{
  "formula": "C2H9N3O",
  "method": "the ωB97M-V functional and the def2-TZVPD basis",
  "symbols": ["H", "O", "N", "H", "H", "C", "N", "H", "N", "H", "H", "C", "H", "H", "H"],
  "coordinates": [[0.7326, 1.4025, -0.9968], [1.9679, 1.9182, -0.7267], [-0.1590, 0.4624, -0.9825], [2.4832, 1.1646, -0.8863], [-0.0870, -0.3463, -1.7058], [-0.1995, 0.0463, 0.3352], [-1.4078, -0.7263, 0.6097], [-1.9932, -0.1303, 0.1524], [0.7667, 0.2642, 1.1918], [0.4958, 0.1472, 2.1635], [2.0029, 2.0017, 0.1863], [-1.3806, -2.0774, -0.0587], [-0.8956, -2.8110, 0.5933], [-2.3846, -2.6455, 0.0362], [-1.0152, -1.9445, -1.1217]],
  "gap_ev": 9.608,
  "e_lumo_ev": 0.9
}

19.
{
  "formula": "C2H9N3O",
  "method": "the ωB97M-V functional and the def2-TZVPD basis",
  "symbols": ["C", "C", "O", "N", "N", "N", "H", "H", "H", "H", "H", "H", "H", "H", "H"],
  "coordinates": [[0.2810, 1.6513, 0.8371], [-0.4341, 0.7300, -0.1329], [-1.6542, 0.3084, 0.4174], [0.3354, -0.5205, -0.3342], [0.1084, -1.3884, -1.4357], [0.8649, -1.1186, 0.8153], [1.2756, 1.8826, 0.4646], [0.3587, 1.1693, 1.8068], [-0.3079, 2.5592, 0.9432], [-0.5467, 1.1816, -1.1336], [-1.7799, -0.5369, -0.1682], [-0.8863, -1.6199, -1.5042], [0.3902, -0.9207, -2.2911], [1.7633, -1.5253, 0.5745], [0.2316, -1.8521, 1.1411]],
  "gap_ev": 9.368,
  "e_lumo_ev": 0.7,
  "smiles": "C[C@H](O)N(N)N"
}

20.
{
  "formula": "C2H9N3O",
  "method": "the ωB97M-V functional and the def2-TZVPD basis",
  "symbols": ["N", "C", "O", "H", "H", "H", "N", "C", "N", "H", "H", "H", "H", "H", "H"],
  "coordinates": [[1.2860, 0.6502, 2.5511], [1.1536, 1.7812, 1.8358], [1.5514, 1.9587, 0.6487], [0.3738, 0.4150, 2.9000], [1.4985, 0.0760, 1.7871], [0.4168, 2.4740, 2.2559], [-0.8123, -1.7716, -0.5570], [-0.1693, -0.6968, -1.4332], [-0.9742, -0.0544, -2.4620], [-1.6365, -1.3949, -0.0633], [-0.1206, -2.0271, 0.2370], [0.7238, -1.1599, -1.9220], [-0.0103, 0.1617, -0.7625], [-1.7643, 0.4782, -2.1048], [-1.5162, -0.8905, -2.9108]],
  "gap_ev": 10.044,
  "e_lumo_ev": 0.5,
  "smiles": "NC=O.NCN"
}

Per-record ΔE to the lowest compared entry with this formula, charge and spin, eV: 3.478, 1.550, 1.685, 2.628, 0.522, 1.228, 2.395, 0.000, 2.478, 1.791, 1.166, 1.913, 2.170, 2.364, 3.066, 3.382, 2.987, 2.947, 3.011, 1.936